37
Properties=species:S:1:pos:R:3:forces:R:3 method="wB97M-V/def2-TZVPD" multiplicity=1 de_lowest_kj_mol=481.6 total_charge=-1 gap_ha=0.34639 lumo_ev=1.9 e_homo_ev=-7.5 energy_ha=-1620.1861
Li -0.276766 -1.345348 0.224088 -0.14 -0.97 -0.62
B -2.100887 -3.788964 -1.278773 1.02 -0.01 0.49
F -1.670759 -5.066918 -1.045792 0.37 -1.00 -0.43
F -1.132408 -2.954315 -1.825319 1.82 0.81 -0.63
F -3.199202 -3.672003 -2.011814 -2.55 -0.47 -2.09
F -2.372395 -3.222185 -0.065510 -0.28 1.46 3.20
B 3.642761 -3.120095 -0.674091 0.64 -1.07 0.10
F 2.948005 -4.113672 -1.307219 -1.25 -0.46 -0.98
F 2.819354 -2.366693 0.154974 -1.32 1.35 0.36
F 4.537580 -3.751178 0.142724 1.62 -0.92 1.79
F 4.391398 -2.381901 -1.553232 0.08 1.40 -1.07
C -4.446591 3.518503 -5.394934 -0.60 0.37 -0.09
C -4.398715 3.125906 -3.883627 -0.90 1.04 -2.05
C -5.105176 1.850655 -3.509372 -1.28 0.50 -0.66
O -4.165537 1.253628 -2.684539 1.23 -1.26 1.35
C -2.946365 1.855258 -2.833900 4.21 -3.69 4.19
O -1.860157 1.518113 -2.241952 -5.15 1.29 -2.58
O -3.073317 2.828712 -3.637619 2.61 1.66 -1.51
H -3.901758 4.425277 -5.657654 0.16 0.04 0.52
H -5.423519 3.659210 -5.857448 -0.49 0.12 0.72
H -4.048855 2.752472 -6.060582 0.43 -0.44 0.63
H -4.578835 3.871784 -3.109468 -0.85 0.67 -0.65
H -5.402141 1.237931 -4.360536 0.52 -0.29 -0.15
H -6.043308 2.055238 -2.993457 0.17 -0.04 0.40
C 4.856837 1.271257 4.943724 0.21 0.64 -0.75
C 4.062259 0.154724 4.273711 0.45 -0.18 2.26
C 3.588023 -0.933456 5.331496 2.04 0.41 -1.95
O 2.221239 -0.880987 5.179334 -1.87 -0.71 0.82
C 1.825764 -0.069236 4.186130 -4.93 -2.09 -1.34
O 0.658589 -0.152889 3.698853 4.44 0.98 1.83
O 2.811075 0.671019 3.792801 0.99 1.12 -1.06
H 5.884657 1.025166 5.210425 -0.08 -0.54 -0.11
H 4.401121 1.680392 5.845405 -0.37 -0.28 -0.04
H 4.951887 2.100930 4.243218 -0.04 0.10 -0.07
H 4.583855 -0.353785 3.462871 -0.07 0.40 -0.12
H 3.961770 -0.815701 6.348625 -0.46 0.46 0.04
H 4.000518 -1.866849 4.948459 -0.39 -0.39 0.26



18
Properties=species:S:1:pos:R:3:forces:R:3 method="wB97M-V/def2-TZVPD" multiplicity=6 de_lowest_kj_mol=0.0 total_charge=+1 gap_ha="0.25567 / 0.25623" lumo_ev="-5.8 / -5.9" e_homo_ev="-12.8 / -12.9" energy_ha=-1347.3159 s2=9.777
C 1.103653 -1.247446 0.790105 0.24 0.11 0.03
C 1.018180 -0.539809 -0.537531 0.60 -0.01 -0.61
O 1.433337 -1.028144 -1.557987 -0.55 -0.09 0.11
N 0.386106 0.757269 -0.574241 -0.55 -0.76 1.54
C 0.984552 1.746635 0.303054 0.31 0.47 -0.60
B -1.119256 0.733454 -0.759966 0.08 0.67 -1.14
C -1.792321 -0.230093 0.408924 -0.29 -0.20 0.92
O -2.129188 0.140721 1.494229 0.26 -0.03 -0.47
O -1.965154 -1.518698 0.010880 -0.02 -0.24 -0.16
H 1.103055 -0.580402 1.642417 -0.12 0.00 0.11
H 0.249887 -1.913103 0.882984 -0.09 -0.01 0.06
H 2.009396 -1.844639 0.797984 0.10 -0.05 -0.04
H 0.280910 2.547167 0.488868 -0.17 -0.04 0.11
H 1.851684 2.181586 -0.202450 0.08 -0.02 -0.05
H 1.351905 1.306061 1.224831 -0.09 -0.01 0.12
H -1.394414 0.173741 -1.827793 0.07 -0.21 0.07
H -1.572183 1.835361 -0.683658 -0.01 -0.02 0.01
Dy -1.952921 -2.745607 -1.601063 0.15 0.46 -0.01



19
Properties=species:S:1:pos:R:3:forces:R:3 method="wB97M-V/def2-TZVPD" multiplicity=1 de_lowest_kj_mol=271.7 total_charge=0 gap_ha=0.36780 lumo_ev=0.9 e_homo_ev=-9.1 energy_ha=-327.9845 smiles=c1ccccc1.CN
C 1.455665 -0.068645 -1.275239 -2.27 3.64 -3.05
C 1.906910 -1.022184 -0.508553 2.00 -3.58 3.66
C 1.742919 -0.865865 0.906247 -2.38 5.97 -3.80
C 1.138059 0.415780 1.309102 2.56 -3.38 1.99
C 0.642196 1.299001 0.418976 -0.37 2.27 0.66
C 0.716408 1.133243 -0.893238 1.76 -2.81 -4.28
H 1.661451 -0.330437 -2.283881 -0.29 0.74 -1.26
H 2.486281 -1.896579 -1.022952 -1.29 1.49 1.43
H 1.865377 -1.587556 1.554503 1.29 -3.43 3.40
H 1.257982 0.806916 2.352723 -0.54 -1.03 -0.80
H 0.304672 2.240894 0.768080 -0.58 0.72 0.58
H 0.371537 1.793826 -1.738262 0.29 -0.58 1.45
C -2.449530 0.259734 -0.028545 0.82 -0.33 -1.02
N -2.019973 -1.212721 -0.160414 -5.40 1.28 1.15
H -3.476374 0.168796 0.300714 -0.12 0.59 0.46
H -1.709872 0.673282 0.725731 -1.54 0.35 -0.91
H -2.508760 0.908305 -1.025707 0.61 -1.67 1.98
H -1.088993 -1.159231 -0.198446 4.68 -0.32 -0.11
H -2.295963 -1.556552 0.799154 0.76 0.07 -1.54